Entry 1:
This record from OMol25 describes a structure of composition C20H55Cu4N5O13S2. The level of theory is ωB97M-V with the def2-TZVPD basis set.

For the total energy, the calculation gives -255927.10317 eV. The largest force on an atom is 2.630 eV/Å. For the energy above the lowest of the compared OMol25 structures with the same formula, charge and spin, the calculation gives 0.0 kJ/mol. The gap between HOMO and LUMO comes out at 6.64 eV.

Each line ends with the Mulliken charge.
Element x y z (Å)
Cu  -2.052  1.962  1.712  0.40
Cu  0.766  -3.183  -0.242  0.26
Cu  -1.425  -2.511  2.902  0.50
Cu  -2.672  -3.430  -0.754  0.36
S  -1.600  -0.549  0.659  1.75
O  -1.217  0.795  0.159  -0.08
O  -2.496  -0.296  1.831  -1.17
O  -2.277  -1.354  -0.365  -0.71
O  -0.448  -1.322  1.159  -0.84
S  -1.210  -4.741  1.180  1.42
O  -0.161  -4.062  2.015  -0.84
O  -2.500  -4.030  1.439  -0.67
O  -0.788  -4.620  -0.273  -0.82
O  -1.333  -6.136  1.487  -0.66
C  -5.970  -1.225  4.055  -1.61
C  -5.200  -2.347  3.356  1.20
C  -5.930  -3.660  3.270  -0.73
O  -5.809  -4.323  4.510  -0.34
C  -6.433  -5.572  4.491  -0.71
N  -4.752  -1.854  2.047  -0.61
H  -6.402  -1.617  4.981  0.38
H  -6.817  -0.927  3.434  0.35
H  -5.282  -0.410  4.258  0.34
H  -4.337  -2.492  4.041  -0.03
H  -5.532  -4.255  2.433  0.38
H  -7.002  -3.539  3.040  0.34
H  -6.556  -5.942  5.513  0.25
H  -5.822  -6.334  3.988  0.27
H  -7.432  -5.532  4.042  0.30
H  -4.295  -2.578  1.489  0.12
H  -3.941  -1.238  2.136  0.26
C  2.540  3.853  -1.664  -1.41
C  2.825  2.608  -0.852  2.03
C  4.174  2.613  -0.202  -0.61
O  5.132  2.389  -1.204  -0.39
C  6.415  2.206  -0.664  -0.62
N  1.777  2.397  0.200  -0.64
H  3.149  3.891  -2.566  0.41
H  2.678  4.770  -1.093  0.33
H  1.508  3.786  -2.034  0.19
H  2.755  1.734  -1.512  -0.70
H  4.192  1.819  0.562  0.19
H  4.387  3.569  0.294  0.39
H  7.158  2.356  -1.448  0.27
H  6.524  1.170  -0.325  0.10
H  6.608  2.922  0.139  0.35
H  1.976  1.498  0.648  0.07
H  0.948  2.085  -0.317  -0.17
C  -2.659  2.632  -2.678  -1.47
C  -1.471  3.533  -2.348  1.38
C  -1.771  4.965  -2.685  -0.85
O  -1.881  5.070  -4.088  -0.33
C  -2.504  6.255  -4.462  -0.80
N  -1.101  3.368  -0.933  -0.65
H  -2.748  2.365  -3.725  0.33
H  -3.563  3.003  -2.186  0.37
H  -2.532  1.658  -2.175  0.25
H  -0.642  3.194  -2.993  -0.12
H  -1.006  5.665  -2.315  0.40
H  -2.709  5.273  -2.195  0.36
H  -2.443  6.361  -5.543  0.25
H  -2.096  7.126  -3.943  0.31
H  -3.582  6.203  -4.233  0.32
H  -0.135  3.575  -0.724  0.27
H  -1.293  2.405  -0.686  0.50
C  2.725  -1.152  3.834  -1.82
C  3.106  -1.068  2.347  0.89
C  4.525  -1.453  2.070  -0.66
O  5.383  -0.654  2.819  -0.33
C  6.742  -0.831  2.434  -0.66
N  2.184  -1.885  1.496  -0.23
H  1.691  -0.842  3.970  0.39
H  3.390  -0.528  4.436  0.42
H  2.912  -2.163  4.216  0.41
H  2.851  -0.048  2.032  -0.32
H  4.706  -1.327  0.989  0.37
H  4.653  -2.530  2.267  0.43
H  6.880  -0.514  1.392  0.15
H  7.042  -1.888  2.496  0.34
H  7.394  -0.273  3.098  0.26
H  1.303  -1.382  1.408  0.31
H  1.934  -2.729  2.018  0.22
C  2.492  -1.519  -2.774  -1.66
C  1.291  -0.810  -2.166  1.07
C  0.760  0.191  -3.169  -0.42
O  0.437  -0.516  -4.354  -0.37
C  0.259  0.336  -5.451  -0.68
N  0.256  -1.819  -1.898  -0.28
H  3.290  -0.786  -2.940  0.39
H  2.230  -2.028  -3.692  0.30
H  2.930  -2.192  -2.031  0.33
H  1.580  -0.322  -1.237  -0.18
H  1.534  0.942  -3.388  0.72
H  -0.167  0.691  -2.854  0.02
H  -0.167  1.304  -5.137  0.21
H  -0.439  -0.123  -6.144  0.29
H  1.210  0.588  -5.935  0.28
H  -0.544  -1.376  -1.449  0.16
H  -0.061  -2.285  -2.739  0.24

***

Entry 2:
This record from OMol25 describes the ion C6H5FNO2 with charge -1. The level of theory is ωB97M-V with the def2-TZVPD basis set.

For the total energy, the calculation gives -14601.30699 eV. The largest force on an atom is 3.363 eV/Å. For the energy above the lowest of the compared OMol25 structures with the same formula, charge and spin, the calculation gives 467.5 kJ/mol. The gap between HOMO and LUMO comes out at 6.64 eV. As for the total charge: -1.

Each line ends with the Mulliken charge.
Element x y z (Å)
C  0.969  0.839  -0.732  -0.49
C  3.127  -0.276  -0.607  -0.23
C  0.684  -2.054  0.498  -0.32
C  4.480  0.154  0.150  0.60
C  0.044  0.380  0.368  -0.77
C  -0.310  -1.058  -0.011  -0.17
N  2.170  0.430  -0.716  0.14
O  4.515  -0.359  1.231  -0.62
O  5.174  0.887  -0.530  -0.67
F  1.045  -2.929  -0.490  -0.13
H  0.475  1.481  -1.461  0.34
H  0.526  0.607  1.288  0.39
H  -0.745  1.109  0.369  0.29
H  -0.522  -1.096  -1.193  0.23
H  -1.230  -1.243  0.418  0.40

***

Entry 3:
This record from OMol25 describes a cluster of 2 separate species, C63H67N4O3 in total. The level of theory is ωB97M-V with the def2-TZVPD basis set.

For the total energy, the calculation gives -78511.01644 eV. The largest force on an atom is 2.910 eV/Å. For the energy above the lowest of the compared OMol25 structures with the same formula, charge and spin, the calculation gives 0.0 kJ/mol. The gap between HOMO and LUMO comes out at 3.08 eV. As for the total charge: +1.

Each line ends with the Mulliken charge.
Element x y z (Å)
C  1.674  2.134  -2.655  -1.59
C  2.538  2.574  -1.483  2.43
C  3.496  1.452  -1.087  -1.57
C  3.372  3.752  -2.009  -1.94
C  1.760  3.009  -0.202  0.26
C  2.498  3.801  0.677  -0.58
C  1.914  4.401  1.780  -1.64
C  0.576  4.159  2.071  -0.29
C  -0.187  3.284  1.291  -0.57
C  -1.662  3.018  1.709  3.37
C  -2.658  3.246  0.571  -1.01
C  -2.102  3.972  2.813  -2.03
C  -1.755  1.626  2.329  -0.40
C  0.449  2.631  0.195  -1.12
N  -0.242  1.584  -0.529  2.02
C  -0.238  0.223  -0.336  0.47
C  0.371  -0.369  0.755  -0.52
C  0.614  -1.791  0.966  -0.34
C  -0.398  -2.702  1.380  0.40
C  -0.198  -4.062  1.241  -0.43
C  1.074  -4.526  0.854  -0.53
N  1.132  -5.812  0.245  1.14
O  2.206  -6.191  -0.266  -0.64
O  0.078  -6.492  0.212  -0.62
C  2.182  -3.661  0.752  -0.58
C  1.943  -2.298  0.823  -0.54
N  -0.910  -0.301  -1.451  2.15
C  -1.240  -1.685  -1.727  -2.43
C  -2.434  -2.253  -1.227  1.30
C  -3.680  -1.561  -0.583  2.42
C  -4.892  -1.787  -1.504  -1.82
C  -3.583  -0.067  -0.345  -1.15
C  -3.958  -2.185  0.793  -1.72
C  -2.606  -3.644  -1.351  -0.49
C  -1.633  -4.448  -1.912  -1.47
C  -0.521  -3.862  -2.492  0.02
C  -0.345  -2.476  -2.503  -0.17
C  0.836  -1.917  -3.367  2.23
C  1.477  -3.023  -4.212  -2.46
C  1.919  -1.373  -2.446  -1.00
C  0.394  -0.846  -4.364  -0.96
C  -1.382  0.799  -2.191  -0.02
C  -2.214  0.790  -3.389  1.93
C  -2.845  -0.346  -3.962  -0.69
C  -3.543  -0.227  -5.164  -1.23
C  -3.631  1.018  -5.802  -0.66
C  -3.018  2.154  -5.250  -0.91
C  -2.328  2.041  -4.047  -1.47
N  -0.958  1.935  -1.672  -1.96
H  0.874  2.845  -2.884  0.33
H  2.304  2.023  -3.552  0.55
H  1.236  1.152  -2.481  0.00
H  4.231  1.824  -0.361  0.47
H  2.952  0.623  -0.615  0.05
H  4.033  1.068  -1.967  0.38
H  4.177  4.030  -1.323  0.39
H  3.840  3.482  -2.963  0.47
H  2.723  4.619  -2.175  0.39
H  3.557  3.989  0.485  0.30
H  2.503  5.067  2.414  0.40
H  0.152  4.662  2.942  0.47
H  -2.389  2.744  -0.355  -0.10
H  -3.658  2.899  0.865  0.37
H  -2.714  4.318  0.336  0.43
H  -1.526  3.811  3.729  -0.16
H  -2.012  5.023  2.508  0.49
H  -3.152  3.787  3.072  0.52
H  -1.119  1.580  3.223  -0.36
H  -2.786  1.387  2.622  0.76
H  -1.385  0.849  1.658  -0.91
H  0.897  0.332  1.397  0.73
H  -1.329  -2.314  1.799  0.50
H  -1.008  -4.781  1.352  0.46
H  3.163  -4.093  0.557  0.51
H  2.772  -1.585  0.741  0.30
H  -5.116  -2.850  -1.636  0.35
H  -5.777  -1.295  -1.079  0.46
H  -4.702  -1.351  -2.492  0.40
H  -2.687  0.188  0.232  -0.56
H  -3.607  0.510  -1.276  -0.04
H  -4.450  0.257  0.256  0.89
H  -3.209  -1.843  1.518  0.08
H  -4.945  -1.862  1.152  0.55
H  -3.942  -3.278  0.780  0.29
H  -3.520  -4.111  -0.971  0.50
H  -1.731  -5.538  -1.902  0.35
H  0.199  -4.527  -2.976  0.40
H  0.734  -3.487  -4.870  0.44
H  2.265  -2.597  -4.847  0.42
H  1.945  -3.785  -3.580  0.53
H  1.495  -0.683  -1.709  -0.34
H  2.384  -2.191  -1.880  0.42
H  2.700  -0.852  -3.022  0.52
H  0.106  0.081  -3.867  -0.07
H  1.223  -0.598  -5.047  0.51
H  -0.457  -1.195  -4.961  0.35
H  -2.752  -1.320  -3.479  1.53
H  -4.008  -1.118  -5.594  0.47
H  -4.182  1.104  -6.739  0.39
H  -3.071  3.126  -5.745  0.43
H  -1.842  2.902  -3.583  0.37
C  3.371  -1.720  9.902  -0.81
O  2.503  -2.352  8.927  -0.41
C  1.754  -1.554  8.126  0.85
C  0.980  -2.193  7.123  -1.01
C  0.130  -1.457  6.337  -0.15
C  -0.008  -0.055  6.509  0.15
C  -1.087  0.668  5.885  0.56
C  -1.157  2.118  5.846  0.19
C  -2.542  2.512  5.818  0.10
C  -2.915  3.837  6.029  -0.11
C  -1.912  4.792  6.217  -0.68
C  -0.553  4.426  6.195  -1.44
C  -0.170  3.095  6.006  0.15
C  -3.352  1.308  5.762  -0.15
C  -2.456  0.173  5.827  1.20
C  -3.004  -1.079  6.104  -0.59
C  -4.390  -1.217  6.218  -1.02
C  -5.256  -0.116  6.069  -0.84
C  -4.730  1.160  5.839  -0.38
C  0.835  0.572  7.471  -0.65
C  1.701  -0.151  8.268  -0.94
H  3.959  -2.556  10.286  0.25
H  4.030  -0.964  9.442  0.34
H  2.781  -1.254  10.709  0.36
H  1.099  -3.268  7.001  0.49
H  -0.456  -1.950  5.562  0.59
H  -3.978  4.081  6.060  0.45
H  -2.183  5.830  6.414  0.45
H  0.212  5.189  6.352  0.42
H  0.882  2.806  5.986  0.82
H  -2.349  -1.941  6.228  0.42
H  -4.815  -2.201  6.429  0.44
H  -6.333  -0.255  6.173  0.45
H  -5.362  2.044  5.738  0.49
H  0.770  1.644  7.646  0.60
H  2.341  0.356  8.994  0.42

***

Entry 4:
This record from OMol25 describes an isolated molecule of C3H7N3O. The level of theory is ωB97M-V with the def2-TZVPD basis set.

For the total energy, the calculation gives -9741.27993 eV. The largest force on an atom is 4.103 eV/Å. For the energy above the lowest of the compared OMol25 structures with the same formula, charge and spin, the calculation gives 169.2 kJ/mol. As for the SMILES: [H]/N=C/NC(=O)NC. The gap between HOMO and LUMO comes out at 10.01 eV.

Each line ends with the Mulliken charge.
Element x y z (Å)
H  -4.011  -0.513  -0.631  0.26
N  -3.275  -0.331  0.043  -0.66
C  -2.178  -0.156  -0.568  0.03
N  -1.038  0.110  0.145  -0.26
C  0.191  0.151  -0.481  0.69
O  0.350  0.225  -1.689  -0.65
N  1.191  0.047  0.398  -0.27
C  2.580  0.039  0.026  -0.85
H  -1.978  -0.195  -1.642  0.32
H  -1.103  0.092  1.154  0.25
H  1.089  0.090  1.396  0.24
H  2.736  -0.013  -1.054  0.24
H  2.931  -0.958  0.386  0.26
H  2.492  1.125  0.400  0.39